Record 1
Entry from the Open Molecules 2025 dataset: CHLi2O3 as an isolated structure in a non-equilibrium geometry (ωB97M-V/def2-TZVPD).

As for the net charge: -1. Its total energy is -279.51667 hartree. For the energy above the lowest of the compared OMol25 structures with the same formula, charge and spin, the calculation gives 168.4 kJ/mol.

Cartesian coordinates (Å):
O1 0.427 -1.298 1.090
H1 -0.019 -2.899 -0.356
C1 -0.565 -1.203 0.352
O2 -0.611 -2.173 -0.627
O3 -0.394 2.707 0.193
Li1 -1.690 3.389 1.033
Li2 -0.221 0.976 0.247

Forces on the atoms, in the same order (eV/Å):
O -0.470 -0.084 0.086
H 0.369 0.194 0.040
C 1.032 0.769 0.108
O -0.803 -0.769 -0.361
O -0.818 0.094 0.639
Li 0.859 -0.387 -0.581
Li -0.169 0.183 0.068

Results of the Löwdin charge analysis, in e, for atoms 1 through 5:
1. O -0.19
2. H 0.05
3. C -0.52
4. O -0.12
5. O -1.25



Record 2
Entry from the Open Molecules 2025 dataset: C26H46F6O40S9 as an isolated structure in a non-equilibrium geometry (ωB97M-V/def2-TZVPD).

Its total energy is -8210.63170 hartree.

Cartesian coordinates (Å):
C1 -1.657 -3.857 2.170
C2 -2.750 -3.832 1.130
O1 -3.848 -3.007 1.556
C3 -5.056 -3.328 1.116
O2 -5.359 -4.302 0.488
C4 -6.082 -2.220 1.420
F1 -5.597 -1.281 2.231
F2 -6.443 -1.648 0.267
F3 -7.177 -2.722 1.985
H1 -2.070 -4.088 3.151
H2 -1.032 -2.969 2.166
H3 -1.033 -4.712 1.890
H4 -3.080 -4.854 0.949
H5 -2.415 -3.475 0.153
C5 0.932 -0.594 -0.269
C6 1.070 -0.095 1.134
O3 -0.087 0.741 1.414
C7 -1.095 0.185 2.060
O4 -1.134 -0.886 2.599
C8 -2.328 1.121 2.091
F4 -2.170 2.161 1.271
F5 -3.395 0.448 1.664
F6 -2.564 1.557 3.317
H6 1.881 -0.990 -0.627
H7 0.776 0.259 -0.931
H8 0.224 -1.381 -0.525
H9 1.915 0.589 1.199
H10 1.199 -0.863 1.893
C9 4.488 1.450 -5.463
C10 5.472 0.507 -4.752
O5 4.696 -0.129 -3.729
S1 3.209 -0.337 -4.254
O6 2.336 -0.329 -3.148
O7 3.170 -1.379 -5.215
O8 3.173 1.035 -5.071
H11 4.510 1.342 -6.546
H12 4.653 2.493 -5.206
H13 6.269 1.023 -4.225
H14 5.901 -0.244 -5.415
C11 -5.775 3.486 -1.911
C12 -5.109 2.980 -0.643
O9 -5.226 1.560 -0.735
S2 -6.646 1.216 -1.371
O10 -7.695 1.325 -0.427
O11 -6.477 0.016 -2.098
O12 -6.671 2.465 -2.365
H15 -4.992 3.478 -2.683
H16 -6.098 4.523 -1.929
H17 -5.643 3.344 0.243
H18 -4.094 3.328 -0.477
C13 4.966 2.476 1.975
C14 4.180 2.563 0.672
O13 2.998 3.301 1.027
S3 3.090 3.926 2.483
O14 2.385 3.084 3.381
O15 2.830 5.309 2.447
O16 4.667 3.696 2.648
H19 6.032 2.365 1.795
H20 4.641 1.642 2.602
H21 3.894 1.570 0.329
H22 4.706 3.101 -0.114
C15 1.430 3.025 -2.293
C16 0.310 3.271 -1.330
O17 0.628 4.630 -0.874
S4 1.234 5.468 -2.078
O18 2.466 6.028 -1.675
O19 0.236 6.288 -2.662
O20 1.492 4.227 -3.066
H23 1.299 2.144 -2.920
H24 2.373 2.854 -1.760
H25 0.399 2.579 -0.499
H26 -0.663 3.438 -1.784
C17 2.495 -5.222 -2.791
C18 1.720 -6.536 -2.860
O21 0.404 -6.202 -2.436
S5 0.162 -4.607 -2.354
O22 0.243 -4.227 -0.996
O23 -0.961 -4.277 -3.144
O24 1.510 -4.240 -3.108
H27 3.288 -5.136 -3.527
H28 2.933 -5.004 -1.814
H29 2.084 -7.271 -2.144
H30 1.800 -6.936 -3.871
C19 1.103 -3.843 4.714
C20 0.805 -2.417 5.207
O25 1.606 -2.233 6.379
S6 1.828 -3.627 7.117
O26 0.698 -3.847 7.938
O27 3.118 -3.730 7.666
O28 1.783 -4.516 5.802
H31 1.808 -3.830 3.889
H32 0.208 -4.434 4.550
H33 -0.249 -2.279 5.445
H34 1.110 -1.643 4.508
C21 -1.649 5.471 2.012
C22 -2.224 6.717 1.285
O29 -3.623 6.679 1.505
S7 -4.057 5.566 2.581
O30 -5.239 4.960 2.106
O31 -3.956 6.013 3.916
O32 -2.788 4.663 2.283
H35 -1.194 5.777 2.957
H36 -0.930 4.891 1.445
H37 -2.048 6.594 0.216
H38 -1.740 7.620 1.644
C23 5.739 -2.892 1.460
C24 4.219 -3.001 1.473
O33 3.822 -1.833 0.745
S8 4.824 -1.593 -0.478
O34 5.080 -0.214 -0.537
O35 4.380 -2.271 -1.630
O36 6.054 -2.374 0.161
H39 6.308 -3.804 1.606
H40 6.022 -2.166 2.228
H41 3.831 -2.978 2.485
H42 3.885 -3.888 0.931
C25 -3.523 -1.554 -2.184
C26 -3.887 -1.286 -3.627
O37 -2.763 -0.536 -4.157
S9 -2.206 0.430 -3.049
O38 -2.971 1.630 -3.019
O39 -0.796 0.571 -3.070
O40 -2.646 -0.467 -1.809
H43 -2.948 -2.459 -1.992
H44 -4.405 -1.529 -1.547
H45 -4.751 -0.625 -3.678
H46 -3.985 -2.148 -4.276

Forces on the atoms, in the same order (eV/Å):
C 0.283 -0.471 -0.468
C 0.095 -0.609 -0.285
O -0.099 0.235 0.057
C 0.273 -0.232 -0.304
O -0.028 0.122 0.082
C -0.095 0.232 0.340
F 0.010 0.006 -0.092
F 0.119 0.053 -0.095
F -0.085 -0.249 0.045
H -0.030 0.252 0.098
H -0.244 -0.030 0.220
H 0.136 0.078 0.071
H -0.387 0.087 0.146
H 0.124 0.239 0.157
C 0.848 -0.046 -1.133
C -0.084 0.147 -0.075
O -0.035 -0.252 0.284
C -0.074 0.146 0.248
O 0.237 0.230 -0.078
C -0.120 -0.222 -0.629
F 0.122 0.257 -0.013
F -0.061 -0.179 0.088
F 0.082 0.130 0.297
H 0.178 -0.070 0.184
H -0.331 -0.082 -0.010
H -0.413 0.176 0.578
H -0.053 0.041 0.073
H -0.260 -0.056 0.052
C 0.030 -0.195 -0.622
C 0.076 -0.113 0.186
O -0.080 -0.203 0.180
S 0.823 0.237 -0.762
O -0.258 0.321 0.225
O -0.015 -0.429 0.011
O -0.475 0.302 0.753
H 0.313 0.040 0.008
H -0.297 -0.001 0.205
H 0.007 0.114 -0.110
H -0.116 -0.014 -0.036
C 2.613 -0.020 -1.604
C -1.222 0.995 1.224
O 0.007 -0.205 0.118
S 0.637 0.520 0.107
O -0.064 0.174 0.188
O -0.033 -0.392 -0.529
O -0.840 -0.027 0.462
H -0.078 0.001 0.056
H -1.042 -0.306 0.522
H -0.138 -0.322 -0.030
H 0.265 -0.519 -0.535
C 0.224 -0.589 -0.158
C -0.089 -0.369 0.247
O -0.312 0.047 -0.327
S 0.437 -0.220 0.026
O -0.112 -0.250 0.121
O -0.078 0.475 -0.064
O -0.103 0.253 0.052
H 0.043 0.381 0.144
H -0.108 -0.018 -0.098
H -0.022 0.171 -0.107
H -0.005 0.094 0.049
C 0.205 -0.869 -0.317
C 0.386 0.911 0.027
O 0.293 -0.029 0.416
S -0.222 -0.367 -0.344
O 0.475 0.172 0.251
O -0.176 0.105 -0.060
O 0.054 0.170 0.146
H -0.328 0.309 -0.313
H -0.025 0.324 0.112
H -0.598 0.200 0.237
H -0.176 -1.083 -0.104
C 0.537 0.064 0.177
C 0.842 0.065 0.533
O -0.614 0.232 -0.235
S 0.664 -1.351 -0.925
O -0.068 0.405 0.831
O -0.062 0.349 -0.030
O -0.480 0.586 -0.101
H -0.116 -0.028 -0.133
H -0.207 -0.070 0.079
H 0.179 -0.031 -0.122
H -0.716 -0.042 -0.016
C 0.185 -0.202 0.716
C -0.289 0.127 0.061
O 0.568 0.012 -0.027
S -0.602 0.223 -0.204
O -0.525 -0.398 0.120
O 0.811 0.229 0.113
O 0.027 0.167 -0.070
H -0.217 -0.236 -0.232
H -0.050 0.214 -0.556
H 0.024 -0.024 0.090
H -0.032 -0.068 -0.097
C 0.020 0.763 0.654
C 0.993 -1.010 -0.418
O -0.726 0.443 0.541
S 1.161 0.113 -0.866
O -0.216 -0.267 -0.135
O -0.120 0.620 0.470
O -0.384 -0.912 -0.111
H 0.003 -0.154 0.007
H -0.133 -0.007 -0.202
H -0.196 0.297 -0.055
H -0.335 0.182 0.070
C -0.085 0.421 0.554
C 0.570 -0.645 -0.468
O -0.113 0.106 0.177
S -0.214 -0.644 0.660
O 0.355 1.152 0.043
O -0.121 -0.609 -0.425
O 0.036 0.033 -0.244
H -0.198 -0.165 -0.086
H 0.246 0.033 -0.182
H -0.236 0.173 -0.045
H -0.160 0.000 0.136
C 0.268 -0.212 0.549
C -0.008 0.626 -0.344
O 0.769 -0.068 -0.244
S -0.971 0.303 0.859
O -0.224 0.232 -0.135
O 0.332 -0.508 -0.314
O 0.214 0.193 0.013
H -0.121 -0.144 -0.353
H 0.003 0.108 -0.001
H -0.160 -0.221 -0.044
H -0.093 -0.163 0.173

Results of the Löwdin charge analysis, in e, for atoms 1 through 5:
1. C -0.06
2. C -0.19
3. O 0.04
4. C -0.39
5. O 0.17



Record 3
Entry from the Open Molecules 2025 dataset: a 3-piece molecular cluster, C15H40N2O8P overall in a non-equilibrium geometry (ωB97M-V/def2-TZVPD).

As for the net charge: -1. Its total energy is -1648.15195 hartree.

Cartesian coordinates (Å):
N1 6.685 0.536 -1.389
C1 6.700 -0.486 -2.464
P1 5.006 -1.247 -2.919
O1 4.449 -1.270 -1.246
C2 3.157 -0.748 -1.330
C3 3.398 0.603 -2.053
N2 2.194 1.365 -2.394
O2 4.245 0.331 -3.117
H1 6.485 0.090 -0.505
H2 7.586 0.992 -1.352
H3 7.427 -1.293 -2.274
H4 7.059 0.023 -3.364
H5 5.551 -2.590 -2.687
H6 5.413 -1.199 -4.316
H7 3.799 -1.910 -3.380
H8 2.691 -0.577 -0.346
H9 2.431 -1.404 -1.827
H10 3.935 1.182 -1.281
H11 2.243 1.693 -3.346
H12 2.184 2.156 -1.773
C4 -3.337 -5.789 1.088
O3 -3.155 -4.452 0.684
C5 -3.044 -3.563 1.785
C6 -2.207 -2.352 1.427
O4 -0.812 -2.598 1.408
C7 -0.313 -3.316 0.283
C8 -0.292 -2.508 -0.998
O5 -1.590 -2.454 -1.577
C9 -1.745 -1.321 -2.406
H13 -4.277 -5.910 1.639
H14 -3.372 -6.404 0.190
H15 -2.500 -6.127 1.709
H16 -2.590 -4.071 2.644
H17 -4.056 -3.235 2.058
H18 -2.353 -1.610 2.216
H19 -2.538 -1.899 0.490
H20 -0.850 -4.257 0.150
H21 0.720 -3.561 0.535
H22 0.385 -2.981 -1.718
H23 0.071 -1.497 -0.786
H24 -1.592 -0.396 -1.837
H25 -2.764 -1.328 -2.790
H26 -1.044 -1.348 -3.247
C10 0.268 1.599 0.747
O6 -1.058 2.091 0.843
C11 -1.852 1.288 1.696
C12 -2.948 2.104 2.348
O7 -2.500 2.915 3.427
C13 -1.775 4.091 3.090
C14 -2.632 5.195 2.505
O8 -2.893 4.959 1.131
C15 -4.065 5.601 0.689
H27 0.288 0.598 0.308
H28 0.831 2.273 0.107
H29 0.742 1.582 1.735
H30 -1.232 0.828 2.475
H31 -2.301 0.493 1.087
H32 -3.657 1.403 2.798
H33 -3.497 2.692 1.611
H34 -0.928 3.862 2.443
H35 -1.376 4.454 4.040
H36 -2.099 6.152 2.592
H37 -3.572 5.259 3.067
H38 -4.938 5.253 1.254
H39 -4.208 5.348 -0.359
H40 -3.979 6.691 0.784

Forces on the atoms, in the same order (eV/Å):
N -0.038 -0.233 -0.437
C -0.055 0.834 0.253
P 1.125 -1.407 -0.842
O -0.702 -0.208 -0.173
C -0.482 0.863 0.478
C 0.271 -0.441 0.971
N -0.121 -0.559 0.016
O -0.508 0.267 0.058
H 0.010 0.010 0.119
H 0.117 -0.002 0.282
H -0.246 -0.122 0.081
H -0.173 0.010 -0.011
H 0.177 0.165 -0.311
H 0.050 -0.082 0.068
H -0.230 0.242 0.298
H 0.426 0.136 0.136
H 0.201 -0.019 -0.453
H 0.180 0.114 -0.176
H 0.119 0.023 -0.155
H -0.166 0.379 -0.201
C -0.051 0.147 -0.119
O 0.192 -0.126 0.079
C -0.143 0.051 -0.296
C 0.079 0.096 0.139
O -0.119 -0.074 0.003
C 0.230 0.071 -0.060
C -0.184 -0.251 -0.096
O -0.130 0.175 0.163
C -0.028 -0.108 -0.028
H 0.026 -0.077 0.068
H -0.029 0.030 -0.019
H -0.048 -0.033 0.073
H 0.028 0.006 0.014
H 0.038 0.050 0.174
H -0.002 -0.041 0.053
H -0.095 -0.187 -0.070
H -0.102 0.058 -0.125
H 0.007 0.079 0.036
H 0.174 0.088 0.081
H 0.076 -0.020 -0.001
H 0.089 0.031 -0.068
H 0.001 -0.062 -0.003
H 0.032 0.108 0.018
C -0.065 0.066 -0.082
O 0.168 0.137 0.279
C -0.061 0.167 -0.341
C -0.024 -0.154 0.073
O -0.024 0.078 -0.051
C -0.014 -0.020 0.156
C 0.190 -0.033 -0.278
O -0.191 -0.145 0.075
C 0.151 -0.033 -0.032
H 0.089 -0.007 0.037
H -0.079 -0.010 -0.069
H 0.013 -0.113 0.000
H -0.030 -0.030 0.031
H -0.067 -0.116 0.165
H 0.027 0.001 0.045
H 0.140 0.041 -0.114
H -0.083 0.048 -0.173
H -0.033 -0.009 0.022
H -0.037 0.040 0.165
H -0.003 -0.007 0.039
H -0.025 0.086 0.027
H 0.052 0.011 -0.009
H -0.090 0.020 0.019

Results of the Löwdin charge analysis, in e, for atoms 1 through 5:
1. N -0.07
2. C -0.40
3. P 0.45
4. O -0.35
5. C -0.31



Record 4
Entry from the Open Molecules 2025 dataset: C17H18BN7NiO3S as an isolated structure in a non-equilibrium geometry (ωB97M-V/def2-TZVPD).

Its spin multiplicity is 3. As for the net charge: +2. Its total energy is -3198.23613 hartree.

Cartesian coordinates (Å):
C1 2.465 0.498 1.729
N1 1.787 -0.353 0.904
N2 2.625 -1.424 0.633
C2 3.762 -1.292 1.336
C3 3.703 -0.085 2.050
B1 2.201 -2.519 -0.395
N3 0.754 -2.987 -0.087
N4 -0.270 -2.070 0.180
C4 -1.406 -2.803 0.390
C5 -1.088 -4.161 0.316
C6 0.268 -4.231 0.017
Ni1 0.143 -0.320 -0.009
N5 2.263 -1.992 -1.851
N6 1.493 -0.932 -2.284
C7 1.859 -0.718 -3.563
C8 2.836 -1.662 -3.967
C9 3.050 -2.459 -2.847
H1 1.460 0.076 -4.186
H2 3.693 -3.312 -2.675
H3 3.324 -1.751 -4.920
H4 2.938 -3.452 -0.261
H5 0.930 -5.071 -0.113
H6 4.500 -2.085 1.277
H7 -1.743 -4.996 0.460
H8 4.450 0.319 2.707
H9 -2.379 -2.360 0.578
H10 2.041 1.455 2.021
H11 -0.586 -0.109 -1.598
C10 -1.530 0.200 -1.077
H12 -2.298 -0.568 -1.183
H13 -1.409 0.422 0.027
H14 -1.796 1.155 -1.541
O1 -0.542 4.945 2.456
S1 -1.199 3.941 1.671
O2 -2.470 3.489 2.156
N7 -0.178 2.663 1.283
C11 0.140 2.622 -0.007
O3 0.884 1.748 -0.565
C12 -0.535 3.649 -0.837
C13 -0.483 3.748 -2.238
C14 -1.215 4.745 -2.881
C15 -2.006 5.601 -2.096
C16 -2.077 5.459 -0.692
C17 -1.332 4.457 -0.064
H15 0.139 3.046 -2.792
H16 -1.165 4.858 -3.969
H17 -2.566 6.379 -2.616
H18 -2.699 6.128 -0.104

Forces on the atoms, in the same order (eV/Å):
C 0.209 -0.680 -0.207
N 1.162 -1.403 -0.149
N -0.996 0.494 0.305
C -0.927 0.488 -0.162
C -0.819 -0.041 -0.578
B 0.415 -0.223 -0.152
N -0.798 1.067 0.753
N 0.431 -2.470 -0.265
C 0.626 -0.262 -0.056
C -0.007 0.645 -0.069
C -0.140 1.049 0.082
Ni 4.616 2.178 -0.387
N -0.313 0.327 0.444
N 0.813 -1.349 0.118
C 0.497 -0.087 -0.064
C -0.548 0.206 0.857
C -0.599 0.899 0.062
H -0.112 -0.132 0.374
H -0.085 0.151 -0.068
H -0.146 0.056 -0.109
H -0.063 0.076 -0.140
H -0.052 -0.051 -0.043
H -0.025 0.333 0.072
H -0.221 -0.036 0.037
H 0.041 0.061 0.048
H 0.339 0.062 0.060
H 0.091 -0.423 0.030
H -0.784 -0.061 -0.728
C -0.569 -0.054 -0.041
H 0.159 0.241 -0.110
H -1.256 0.282 -0.444
H 0.056 -0.222 0.228
O 0.383 -1.039 -0.877
S -1.008 1.813 0.344
O 0.852 -0.659 -0.801
N -0.312 -0.160 1.191
C 0.199 0.296 -2.340
O -1.488 -1.074 1.302
C 1.053 -1.336 -0.057
C -0.045 0.342 -0.834
C 0.835 -1.072 0.280
C -0.127 0.156 0.543
C 0.076 -0.209 0.591
C -1.312 1.805 0.075
H -0.081 0.224 0.106
H -0.074 -0.039 0.513
H 0.036 -0.107 0.393
H 0.017 -0.062 -0.126

Results of the Löwdin charge analysis, in e, for atoms 1 through 5:
1. C -0.04
2. N 0.00
3. N 0.01
4. C 0.01
5. C 0.01



Record 5
Entry from the Open Molecules 2025 dataset: a 2-piece molecular cluster, C2H8OS overall in a non-equilibrium geometry (ωB97M-V/def2-TZVPD).

Its total energy is -554.39908 hartree. As for the structure (SMILES): CCO.S. For the energy above the lowest of the compared OMol25 structures with the same formula, charge and spin, the calculation gives 49.3 kJ/mol.

Cartesian coordinates (Å):
C1 -1.003 0.367 -0.194
C2 -0.467 -0.583 -1.255
O1 -1.476 -0.743 -2.244
H1 -1.198 1.336 -0.638
H2 -0.299 0.468 0.619
H3 -1.943 -0.019 0.203
H4 0.422 -0.105 -1.678
H5 -0.258 -1.525 -0.746
H6 -1.100 -1.257 -2.970
S1 2.663 0.764 2.387
H7 1.513 1.072 3.004
H8 3.147 0.225 3.513

Forces on the atoms, in the same order (eV/Å):
C -0.426 -0.271 -0.374
C -0.378 0.723 0.625
O 0.221 -0.206 -0.256
H -0.026 0.241 0.006
H 0.244 0.051 0.200
H 0.021 0.018 0.033
H 0.166 -0.469 -0.069
H 0.366 -0.209 -0.321
H -0.176 0.120 0.163
S -0.092 -0.003 0.123
H 0.008 0.031 -0.088
H 0.072 -0.026 -0.043

Results of the Löwdin charge analysis, in e, for atoms 1 through 5:
1. C -0.09
2. C -0.33
3. O -0.08
4. H 0.07
5. H 0.05



Record 6
Entry from the Open Molecules 2025 dataset: one molecule with the formula C3H7NO2 in a non-equilibrium geometry (ωB97M-V/def2-TZVPD).

Its total energy is -323.56932 hartree. As for the structure (SMILES): C=NOCOC. For the energy above the lowest of the compared OMol25 structures with the same formula, charge and spin, the calculation gives 555.7 kJ/mol.

Cartesian coordinates (Å):
C1 -1.379 -2.369 0.858
N1 -0.631 -1.595 0.190
O1 -0.399 -0.295 0.715
C2 0.390 0.159 -0.370
O2 0.623 1.438 0.030
C3 1.117 2.250 -1.101
H1 -1.637 -2.236 1.871
H2 -1.520 -3.411 0.449
H3 -0.375 0.214 -1.305
H4 1.259 -0.288 -0.521
H5 2.344 2.148 -1.057
H6 0.633 1.950 -2.207
H7 1.155 3.402 -0.839

Forces on the atoms, in the same order (eV/Å):
C 1.278 -1.408 -0.873
N -1.070 -0.389 0.250
O 0.375 -2.775 -0.744
C -6.397 3.886 -0.775
O 0.793 3.501 -1.863
C 2.807 0.605 0.129
H -0.750 0.682 1.096
H 0.114 1.407 0.191
H 2.090 -0.610 1.538
H 3.642 -2.955 -0.768
H -2.883 -0.450 -0.865
H 1.263 0.906 3.193
H -1.261 -2.399 -0.509

Results of the Löwdin charge analysis, in e, for atoms 1 through 5:
1. C -0.01
2. N -0.04
3. O -0.07
4. C -0.34
5. O -0.18